11
Properties=species:S:1:pos:R:3:forces:R:3:lowdin_charge:R:1 method="wB97M-V/def2-TZVPD" largest_force_ev_per_a=2.96 relative_energy_kj_mol=218.40 spin_multiplicity=1 homo_energy_ha=-0.3739 lumo_energy_ev=0.8882 gap_ev=11.1 total_energy_ha=-247.43613
C -0.306679 0.662070 -2.386142 1.8 -1.3 0.0 -0.18
H -0.902428 -1.245390 3.245410 0.0 0.2 0.2 0.06
H 0.919022 -0.214116 1.676703 0.3 1.6 -0.4 0.04
H 1.243994 -1.638747 2.152814 0.2 -0.6 0.4 0.06
H -0.675538 -0.302315 -2.042972 -0.1 -0.2 0.3 0.07
H 0.458880 0.405839 -3.160918 -0.8 0.6 0.4 0.09
H -1.136648 1.204068 -2.744360 -0.8 0.8 -0.9 0.05
H -0.328336 1.495506 -0.624692 2.0 -0.2 -1.8 0.12
N 0.461328 -1.037407 1.961205 -1.0 -0.6 1.0 -0.02
O -0.110623 -0.696292 3.283058 0.5 -0.6 -1.2 -0.14
O 0.377028 1.366784 -1.360104 -2.1 0.3 2.1 -0.16